The ion C4H12N3 with charge +1 in a non-equilibrium geometry. Source: OMol25; level of theory: ωB97M-V/def2-TZVPD.

Geometry as XYZ:
```
19
Properties=species:S:1:pos:R:3
C -1.5961 0.5662 -1.3121
N -0.3594 0.1573 -0.7513
N 0.4911 1.2395 -0.3123
C 1.2105 0.9800 1.0314
C 0.9640 -0.5082 1.1540
C -0.2601 -0.9089 0.3613
N 0.0265 -2.1070 -0.3307
H -1.5066 0.9977 -2.3350
H -2.1473 -0.2659 -1.4496
H -2.1268 1.2080 -0.4755
H 0.0658 2.1331 -0.0769
H 1.2320 1.5654 -1.0100
H 0.6672 1.5419 1.7718
H 2.3215 1.2732 0.9401
H 1.8211 -1.0328 0.7587
H 0.8815 -0.8792 2.1759
H -1.0530 -1.0468 1.0493
H -0.3368 -2.8156 0.1638
H -0.2954 -2.0978 -1.3530
```

E_LUMO: -0.123 Eh
SMILES: CN1[NH2+]CC[C@@H]1N
Energy above the lowest of the compared OMol25 structures with the same formula, charge and spin: 87.0 kcal/mol
Charge: +1
Molecular weight: 102.16 g/mol
Calculated total energy: -323.53965 Ha

These are the Löwdin partial charges, in e, on atoms 1 to 5:
1. C -0.05
2. N -0.12
3. N 0.06
4. C -0.05
5. C -0.13

=====

A cluster of 3 separate species, C2H2FNO in total in a non-equilibrium geometry. Source: OMol25; level of theory: ωB97M-V/def2-TZVPD.

Geometry as XYZ:
```
7
Properties=species:S:1:pos:R:3
C -1.6136 -0.5760 0.4083
C 1.3094 1.1344 -0.1920
N -1.3276 0.3853 -0.0878
O 1.9337 0.1777 -0.2155
F 1.1072 -1.3726 -0.3162
H -1.8424 -1.4874 0.7175
H 0.4332 1.7387 -0.3143
```

E_LUMO (alpha / beta): -0.018 / -0.018 Eh
Energy above the lowest of the compared OMol25 structures with the same formula, charge and spin: 115.0 kcal/mol
Molecular weight: 75.04 g/mol
Calculated total energy: -307.06378 Ha

These are the Löwdin partial charges, in e, on atoms 1 to 5:
1. C -0.02
2. C 0.13
3. N 0.08
4. O 0.13
5. F -0.44

=====

The molecule C19H21ClN2O4S in a non-equilibrium geometry. Source: OMol25; level of theory: ωB97M-V/def2-TZVPD.

Geometry as XYZ:
```
48
Properties=species:S:1:pos:R:3
O -1.9158 0.7706 -3.7461
S -2.5734 0.4527 -2.5102
O -3.6368 -0.5076 -2.5229
C -3.2246 2.0173 -1.8003
C -3.3407 1.8088 -0.3368
C -4.2938 0.9255 0.1617
C -4.3596 0.6459 1.5136
C -3.4674 1.2590 2.3807
Cl -3.5356 0.9049 4.0704
C -2.5184 2.1501 1.9055
C -2.4587 2.4165 0.5494
N -1.4644 0.0065 -1.3529
C -0.0925 0.4090 -1.5625
C 0.6265 0.4195 -0.2040
N 0.5245 -0.8410 0.5045
C 1.4052 -1.8787 -0.0120
C 2.8478 -1.5173 0.2349
C 3.2300 -1.0528 1.4851
C 4.5479 -0.7128 1.7742
C 5.4676 -0.8633 0.7647
C 5.0924 -1.3303 -0.4949
C 3.7910 -1.6588 -0.7856
O 6.1938 -1.3811 -1.3084
C 7.2776 -0.9404 -0.5187
O 6.8149 -0.6099 0.7728
C -0.8645 -1.2335 0.6298
C -1.5964 -1.2857 -0.7187
H -4.1814 2.1737 -2.2906
H -2.5238 2.8001 -2.0708
H -4.9720 0.4409 -0.5231
H -5.0951 -0.0438 1.8966
H -1.8323 2.6238 2.5900
H -1.7188 3.1097 0.1772
H -0.0984 1.4031 -2.0076
H 0.4127 -0.2708 -2.2624
H 1.6819 0.6593 -0.3420
H 0.1665 1.1829 0.4296
H 1.1749 -2.7978 0.5370
H 1.2598 -2.0847 -1.0827
H 2.4724 -0.9466 2.2446
H 4.8411 -0.3513 2.7452
H 3.5175 -2.0153 -1.7652
H 7.7365 -0.0536 -0.9846
H 8.0311 -1.7417 -0.4469
H -0.9192 -2.2067 1.1204
H -1.3576 -0.4912 1.2643
H -2.6593 -1.4786 -0.5846
H -1.1746 -2.0796 -1.3519
```

E_LUMO: 0.024 Eh
SMILES: O=S(=O)(Cc1ccc(Cl)cc1)N1CCN(Cc2ccc3c(c2)OCO3)CC1
Energy above the lowest of the compared OMol25 structures with the same formula, charge and spin: 42.7 kcal/mol
Molecular weight: 408.91 g/mol
Calculated total energy: -2005.44022 Ha

These are the Löwdin partial charges, in e, on atoms 1 to 5:
1. O -0.29
2. S 0.66
3. O -0.29
4. C -0.15
5. C -0.29

=====

A structure of composition C15H17CdN3O6S5. Source: OMol25; level of theory: ωB97M-V/def2-TZVPD.

Geometry as XYZ:
```
47
Properties=species:S:1:pos:R:3
Cd -1.0408 0.4425 0.0938
C 0.3989 0.4891 5.0603
O 1.5618 0.2737 4.2785
C 1.3237 -0.0414 2.9638
O 0.2196 -0.2089 2.5176
N 2.5080 -0.2382 2.3360
N 2.6166 -0.4261 0.9402
H 0.7528 0.6783 6.0732
H -0.2579 -0.3832 5.0461
H -0.1552 1.3480 4.6761
H 3.3265 0.1830 2.7566
H 2.2428 0.4149 0.4573
H 1.9719 -1.1762 0.6887
O 1.1906 0.3663 -3.7157
C 0.6614 0.8159 -2.6927
O 0.0590 0.0992 -1.8453
C 0.7540 2.3252 -2.4797
C 0.7667 3.0869 -3.6421
C 0.9154 4.4608 -3.6267
C 1.0704 5.1004 -2.4058
C 1.0643 4.3655 -1.2400
C 0.8853 2.9770 -1.2426
S 0.9221 2.1916 0.3184
H 0.6696 2.5508 -4.5776
H 0.9162 5.0187 -4.5570
H 1.1976 6.1767 -2.3608
H 1.1891 4.8625 -0.2873
O -7.9347 -0.3042 1.3163
C -6.7696 -0.1503 1.0231
S -5.7276 -1.4146 0.3948
C -4.2402 -0.4652 0.1915
C -4.3230 0.8384 0.5552
S -3.0903 2.0363 0.5039
S -5.9017 1.3671 1.1773
S -2.8910 -1.3169 -0.4416
C 1.5337 -3.9581 -1.9869
N 0.9518 -3.7701 -0.6877
C 1.2861 -4.7106 0.3518
C 0.2577 -2.6531 -0.3696
O -0.1015 -2.4011 0.7604
H 1.2544 -4.9352 -2.3935
H 2.6255 -3.8964 -1.9293
H 1.1809 -3.1734 -2.6526
H 1.0930 -5.7354 0.0240
H 0.6625 -4.4798 1.2163
H 2.3365 -4.6240 0.6487
H 0.0690 -2.0057 -1.2352
```

E_LUMO: 0.166 Eh
Energy above the lowest of the compared OMol25 structures with the same formula, charge and spin: 3.7 kcal/mol
Charge: -2
Molecular weight: 608.06 g/mol
Calculated total energy: -3356.35407 Ha

These are the Löwdin partial charges, in e, on atoms 1 to 5:
1. Cd 1.09
2. C -0.08
3. O -0.06
4. C -0.60
5. O 0.01

=====

A cluster of 2 separate species, C9H14 in total in a non-equilibrium geometry. Source: OMol25; level of theory: ωB97M-V/def2-TZVPD.

Geometry as XYZ:
```
23
Properties=species:S:1:pos:R:3
C 0.8220 -1.8789 1.6600
C 1.3242 -1.7869 0.2956
C 0.8148 -0.5850 -0.3393
C 0.9389 -0.5055 -1.6733
C 1.2252 -1.5774 -2.5520
C 1.7000 -2.7462 -1.8778
C 1.7556 -2.8604 -0.4582
H 1.2712 -2.5626 2.2551
H -0.2663 -2.0283 1.8411
H 1.0343 -0.8779 2.1826
H 0.1887 0.0628 0.3391
H 0.4896 0.4234 -2.1024
H 0.8703 -1.8221 -3.5588
H 2.1172 -3.6714 -2.3824
H 2.3106 -3.7783 -0.0882
C -2.4781 2.6147 0.6721
C -1.7011 3.9305 0.8659
H -2.9300 2.1350 1.5772
H -3.3293 2.9786 0.0558
H -1.8411 1.7066 0.2928
H -2.0244 4.5744 1.7289
H -1.5659 4.5752 -0.0200
H -0.7266 3.6795 1.2863
```

E_LUMO: 0.033 Eh
SMILES: Cc1ccccc1.CC
Energy above the lowest of the compared OMol25 structures with the same formula, charge and spin: 54.3 kcal/mol
Molecular weight: 122.21 g/mol
Calculated total energy: -351.24370 Ha

These are the Löwdin partial charges, in e, on atoms 1 to 5:
1. C -0.09
2. C -0.29
3. C -0.07
4. C -0.13
5. C -0.07

=====

A cluster of 2 separate species, C11H18O in total in a non-equilibrium geometry. Source: OMol25; level of theory: ωB97M-V/def2-TZVPD.

Geometry as XYZ:
```
30
Properties=species:S:1:pos:R:3
C -2.0406 -2.6864 -0.3883
C -1.0119 -2.0623 -1.2898
C -0.6686 -2.6808 -2.4840
C 0.3304 -2.1454 -3.2759
C 0.8525 -0.9126 -2.9258
O 1.7891 -0.3031 -3.7283
C 0.5300 -0.2622 -1.7433
C -0.3991 -0.8850 -0.8971
H -2.5460 -3.5656 -0.7849
H -2.8652 -1.9993 -0.1843
H -1.6015 -2.9540 0.5714
H -1.2044 -3.5941 -2.7026
H 0.8263 -2.6770 -4.0735
H 2.1671 -0.9384 -4.3634
H 0.8365 0.7554 -1.5723
H -0.6107 -0.3520 0.0160
C 1.7028 1.1822 1.8768
C 0.2455 1.6305 2.1321
C -0.0777 2.2334 3.5067
C -0.2834 2.5946 1.0587
H 2.4979 1.7498 2.3618
H 1.7970 1.2272 0.7888
H 1.8752 0.1408 2.1707
H -0.2519 0.6611 2.0069
H -0.8677 1.6797 4.0194
H 0.7233 2.4137 4.2371
H -0.4647 3.2430 3.3719
H -0.3429 2.1670 0.0546
H -1.3076 2.8830 1.2803
H 0.3703 3.4570 0.9603
```

E_LUMO: 0.033 Eh
SMILES: Cc1ccc(O)cc1.CC(C)C
Energy above the lowest of the compared OMol25 structures with the same formula, charge and spin: 16.4 kcal/mol
Molecular weight: 166.26 g/mol
Calculated total energy: -505.15451 Ha

These are the Löwdin partial charges, in e, on atoms 1 to 5:
1. C -0.06
2. C -0.29
3. C -0.04
4. C -0.02
5. C -0.33

=====

A structure of composition C6H19BrNNbOP in a non-equilibrium geometry. Source: OMol25; level of theory: ωB97M-V/def2-TZVPD.

Geometry as XYZ:
```
30
Properties=species:S:1:pos:R:3
C -1.2185 1.1376 -0.6894
C -2.1497 0.4131 -0.0251
C -2.6048 -0.9736 -0.3141
Nb -1.2348 -2.3417 -1.4773
Br 0.0412 -3.1009 0.6880
P 0.0986 -4.0130 -2.9832
N 1.6513 -3.6972 -2.6969
H -1.4364 2.0400 -1.2416
H -0.2070 0.7755 -0.7570
H -2.6714 0.9153 0.7885
H -2.7952 -1.4687 0.6408
H -3.5772 -0.8605 -0.7840
H 0.0629 -1.1702 -2.0037
H -2.2073 -2.0130 -2.9641
H -2.3501 -3.7965 -1.2602
H -0.1837 -5.3542 -2.6308
H -0.1792 -3.8304 -4.3601
H 1.7239 -2.9418 -2.0262
C 2.5850 2.6019 1.1417
C 1.5587 3.0598 2.1679
C 1.1202 1.9078 3.0608
O 0.4276 3.6220 1.5088
H 2.1585 1.8349 0.4907
H 2.8869 3.4354 0.5065
H 3.4734 2.1906 1.6239
H 1.9847 3.8569 2.7807
H 0.6500 1.1209 2.4659
H 0.3827 2.2492 3.7881
H 1.9670 1.4766 3.5979
H 0.0429 2.9240 0.9635
```

E_LUMO: 0.080 Eh
Charge: -1
Molecular weight: 325.01 g/mol
Calculated total energy: -3342.12027 Ha

These are the Löwdin partial charges, in e, on atoms 1 to 5:
1. C -0.08
2. C -0.30
3. C -0.44
4. Nb 0.77
5. Br -0.19

=====

A cluster of 7 separate species, C15H29Cl12N3O3 in total in a non-equilibrium geometry. Source: OMol25; level of theory: ωB97M-V/def2-TZVPD.

Geometry as XYZ:
```
62
Properties=species:S:1:pos:R:3
Cl -1.4979 13.3191 -9.0639
C -2.0293 12.2713 -7.7518
Cl -1.7890 10.5693 -8.1716
Cl -1.0680 12.6786 -6.3006
Cl -3.7248 12.4857 -7.4887
Cl 0.5902 16.4396 -10.5339
C -0.7661 17.6878 -10.5985
Cl -1.8803 17.2278 -9.2210
Cl -0.1121 19.3715 -10.4639
Cl -1.6452 17.5619 -12.1410
C -5.3062 7.4176 -12.7976
N -4.5705 8.2583 -11.8702
C -4.9491 8.1582 -10.4701
C -3.5414 9.0051 -12.2201
O -2.9452 9.7758 -11.4900
H -6.3700 7.6540 -12.7747
H -5.1689 6.3579 -12.5823
H -4.9965 7.5672 -13.8319
H -4.5057 8.8644 -9.7681
H -5.9487 8.5782 -10.3590
H -4.8509 7.1917 -9.9759
H -3.3201 8.8009 -13.2791
C -4.8815 12.8311 -11.2245
N -4.4373 14.1852 -11.6952
C -4.5738 15.2431 -10.6686
C -4.0638 14.4664 -12.9412
O -3.8600 15.5983 -13.3537
H -4.1055 12.2704 -10.7035
H -5.2635 12.2903 -12.0903
H -5.7366 12.9999 -10.5700
H -4.8626 16.1807 -11.1437
H -5.2299 14.9934 -9.8349
H -3.5924 15.4589 -10.2461
H -3.8053 13.5857 -13.5492
C 2.2442 11.4617 -10.0538
N 2.4298 11.6680 -8.6200
C 2.0680 12.9535 -8.1398
C 2.8273 10.6777 -7.7743
O 2.8546 10.7045 -6.5772
H 1.3141 11.8631 -10.4561
H 2.4244 10.4572 -10.4367
H 3.1503 11.8414 -10.5260
H 1.0487 13.2654 -8.3673
H 2.1923 13.0248 -7.0592
H 2.7063 13.6787 -8.6447
H 3.0399 9.7577 -8.3406
Cl 0.5113 11.2215 -13.0414
C -0.9107 12.0500 -12.3600
C -0.6876 13.6242 -12.4855
Cl -0.5313 13.9842 -14.2483
H -1.0228 11.6578 -11.3492
H -1.8261 11.7141 -12.8471
H 0.2931 13.8989 -12.0971
H -1.4968 14.2018 -12.0386
Cl 2.6383 14.2325 -18.2672
C 2.6815 13.6724 -16.6063
C 1.6442 12.4677 -16.3917
Cl 2.1486 11.0344 -17.2360
H 2.4214 14.5541 -16.0206
H 3.7242 13.4662 -16.3649
H 0.6622 12.7482 -16.7726
H 1.5711 12.1670 -15.3465
```

E_LUMO: -0.011 Eh
SMILES: ClC(Cl)(Cl)Cl.ClC(Cl)(Cl)Cl.CN(C)C=O.CN(C)C=O.CN(C)C=O.ClCCCl.ClCCCl
Energy above the lowest of the compared OMol25 structures with the same formula, charge and spin: 36.0 kcal/mol
Molecular weight: 724.85 g/mol
Calculated total energy: -6501.17481 Ha

These are the Löwdin partial charges, in e, on atoms 1 to 5:
1. Cl 0.56
2. C -2.04
3. Cl 0.55
4. Cl 0.55
5. Cl 0.56

=====

> molecular weight of number 3 (C19H21ClN2O4S)?

408.91 g/mol

=====

> The highest molecular weight belongs to which entry?

C15H29Cl12N3O3